(1)
Below is a structure of composition C24H50F15HfN4O8PS3 at a distorted geometry, with properties calculated with ωB97M-V with the def2-TZVPD basis set.

Output
net charge: +4
E_HOMO: -18.34 eV
energy: -131860.3205 eV

Geometry as XYZ:
```
106
Properties=species:S:1:pos:R:3:forces:R:3:lowdin_charge:R:1
H 1.09539 -2.81250 -3.77547 0.133 0.318 -0.640 0.147
C -3.40022 -2.68350 -0.76250 -3.037 -0.182 0.801 -0.086
O 1.25481 1.03262 -0.17074 -1.514 0.234 0.881 -0.255
H 0.92200 -2.68002 -1.59239 0.253 0.339 0.791 0.129
O 1.84712 3.28976 4.75543 -1.677 1.998 -1.550 -0.214
H 0.68076 0.50146 -8.80495 -0.569 0.035 0.429 0.091
H 5.17491 -0.13135 1.21957 -0.013 -0.003 0.121 0.107
H -5.95000 -2.53103 1.03093 0.259 0.118 0.089 0.135
H -5.58170 -4.38000 -0.59610 -0.124 0.019 -0.294 0.098
F -1.09871 1.62799 3.77547 -0.189 0.724 0.454 0.066
O 1.93866 4.12593 2.48549 -0.095 0.618 -2.600 -0.286
H 2.37819 0.69084 -2.94470 -0.399 -0.260 0.117 0.092
H 4.10329 1.09110 1.95855 -0.294 -0.510 0.415 0.076
F -0.27017 -0.67396 2.90270 -0.089 0.409 -2.851 0.105
C -5.13036 -1.17245 -1.87883 -0.085 -1.569 -1.331 -0.128
H 3.68806 0.90320 4.40341 0.131 0.256 0.326 0.087
C -0.27366 -0.29685 -3.51764 0.724 1.538 -0.863 -0.089
Hf -1.35585 4.38096 1.34847 2.848 -6.526 1.468 2.480
C 7.61995 -0.48789 3.77293 0.294 0.643 -0.402 -0.224
F -2.77967 1.86189 -0.21615 -1.213 0.887 -0.834 -0.230
C 0.92779 -1.68891 -2.04598 -0.852 -0.959 0.599 -0.177
H -1.08536 -0.89785 -1.59476 0.169 0.387 -0.012 0.100
H 6.39727 -1.88072 2.72877 -0.386 0.202 -0.202 0.134
H 2.05579 -1.51391 -5.89919 0.420 0.812 0.059 0.140
H 2.12990 -0.08551 -8.16361 0.210 0.187 0.642 0.084
C 1.81264 6.12307 4.35593 2.815 0.825 1.614 -0.519
H -7.64025 -1.82293 -0.56097 0.083 -0.106 -0.237 0.110
N 5.05032 -0.30552 3.35889 -0.671 -1.061 -1.558 -0.269
H -5.94157 0.64570 -1.20703 0.304 -0.023 0.658 0.096
C 5.03810 0.54103 2.06650 0.743 -0.097 0.043 -0.007
F -1.47719 3.42786 -0.85705 5.109 2.261 1.383 -0.239
H -3.69738 -4.01791 1.00238 -0.776 0.180 -0.326 0.121
F 0.30216 -1.49735 0.93992 0.725 0.346 0.051 0.184
H 3.79031 -1.84210 4.03179 -0.157 -0.810 -0.495 0.106
F -2.18715 1.51982 5.65054 0.765 1.901 -0.805 0.188
O 1.62924 1.37449 2.22998 -1.928 -0.672 -1.272 -0.291
H 4.05730 -1.99977 2.17186 0.375 0.135 0.415 0.107
F 0.86341 6.98643 4.08846 -0.017 -0.788 0.240 0.189
C -1.72231 -4.03282 0.48185 -0.233 0.254 -0.068 -0.073
O 7.87422 0.48488 2.78032 -0.521 0.432 -0.357 -0.058
C -6.29224 -0.34372 -1.50059 -1.213 1.871 1.565 -0.160
H 0.48715 -2.01405 -5.75351 -0.501 0.089 0.541 0.133
C -0.28354 -0.47846 1.51316 0.750 0.413 2.589 -0.599
C -5.68123 -1.72837 0.34420 -0.853 -0.743 -0.319 -0.073
H -1.64852 -3.28680 1.27312 0.281 0.115 -0.009 0.062
N 1.10248 -0.65906 -4.15360 0.353 -0.244 -1.124 -0.182
H -1.12535 -2.02573 -2.88285 0.508 -0.889 0.393 0.120
H -3.08560 -1.73604 -0.32495 0.744 -0.392 0.008 0.102
C 6.30915 -1.20797 3.58185 0.043 0.433 -0.808 -0.093
F -3.38641 4.06388 -0.36552 -1.021 1.867 2.356 -0.196
C 3.86779 -1.37947 3.04788 0.832 2.475 2.268 0.058
C 2.11263 0.53749 -3.99068 -0.675 -1.239 0.109 0.063
H 4.96111 0.14935 5.46795 -0.082 0.260 -0.035 0.114
F 2.19278 6.13329 5.68282 -1.330 -0.330 -3.194 0.162
H 2.99302 -0.73786 2.94199 -0.048 -0.192 -0.315 0.062
H -4.23583 -0.54979 -1.89292 0.263 -0.588 -0.254 0.121
H 6.20249 -1.83752 4.46525 -0.702 0.165 0.073 0.142
H 5.81343 1.30497 2.00850 0.281 -0.440 0.511 0.096
H -1.40191 -4.96750 0.94209 -0.287 -0.129 -0.297 0.095
F -2.74675 4.22820 -2.61009 -0.178 -2.040 1.927 -0.094
C 1.07504 -1.10056 -5.66384 -0.876 -0.085 0.119 -0.098
N -0.41735 4.29186 3.44824 0.878 0.770 -2.780 -0.459
H 7.58371 -0.01698 4.75529 0.551 -0.037 0.169 0.126
H -0.15195 0.71685 -3.13595 -0.059 -0.025 -0.148 0.111
O -0.30378 2.34335 1.19494 -3.817 4.733 0.027 -0.456
C -1.12541 2.07887 5.05346 1.283 -2.153 1.223 -0.507
H -1.08136 -0.30238 -4.24956 0.373 0.051 -0.222 0.138
H -1.02418 -3.76436 -0.31101 0.067 -0.099 -0.087 0.060
C -5.67042 -3.66717 -1.41593 0.454 1.673 0.876 0.067
F -2.16992 1.91707 -2.40709 -0.464 0.877 0.025 -0.087
S 0.66096 1.19663 1.14281 5.345 -1.930 0.885 0.613
O -2.32918 4.61600 4.99330 1.008 -0.956 -1.593 -0.263
F -1.48734 -0.39865 1.05425 -1.412 0.347 -0.020 0.169
C 0.52266 -0.05009 -6.63097 0.839 1.057 0.135 -0.227
H -6.93717 0.02002 -2.30049 -0.347 -1.103 -0.232 0.137
O -0.21387 4.50197 6.10923 1.007 -0.241 -1.681 -0.182
F -0.03638 1.56742 5.71178 -1.445 1.337 -1.192 0.127
H 1.49212 -0.91396 -1.52724 -0.395 -0.229 0.504 0.097
S -0.97184 4.08457 4.97351 -5.795 -0.615 4.210 0.614
C -0.48317 -1.27584 -2.42094 -0.779 -0.032 0.454 -0.168
H 8.44796 -1.18053 3.62205 -0.356 -0.633 1.106 0.146
S 1.38441 4.25640 3.76818 2.395 -1.067 2.202 0.707
C 1.05111 -0.19552 -8.05318 0.672 -0.832 -0.731 -0.085
H -5.10405 -3.96454 -2.29849 -0.166 -0.067 0.109 0.112
P -2.86467 3.01916 -1.50139 -4.443 -2.876 -3.275 0.300
F 2.91066 6.41911 3.59462 -1.907 -0.820 1.145 0.146
H -6.71964 -3.48465 -1.64814 0.218 0.113 -0.027 0.109
H -5.04800 -0.97586 0.81415 0.336 -0.239 -0.114 0.131
H -5.40811 -1.66410 -2.81116 0.941 0.207 -0.396 0.138
H 2.60377 -1.96844 -3.28861 0.006 0.012 -0.556 0.152
H 3.03610 0.27463 -4.50663 -0.277 0.106 -0.299 0.116
H 0.85613 0.92568 -6.27772 0.047 0.196 0.021 0.095
C 1.51907 -1.89509 -3.36686 1.186 0.398 -0.534 -0.132
H -0.56402 0.03491 -6.62860 -0.055 -0.493 0.107 0.114
N -4.97834 -2.33900 -0.89427 0.505 -0.172 -0.380 -0.206
C -6.92805 -1.04985 -0.27250 0.206 -0.375 -0.806 -0.112
C 4.74424 0.66747 4.53381 0.253 -1.538 -1.555 0.062
C -3.20529 -3.97668 0.03066 1.238 0.311 0.655 -0.214
H 1.62938 1.44194 -4.36021 0.191 -0.259 -0.183 0.100
H 8.77317 0.35514 2.46943 0.055 0.259 -0.084 0.107
H -7.54290 -0.40884 0.35930 0.634 0.157 0.280 0.131
F -4.45297 2.62321 -1.92727 3.603 0.779 1.190 -0.125
H -3.52834 -4.81434 -0.58744 0.306 -0.054 0.188 0.113
H 0.90540 -1.20417 -8.43982 -0.447 -0.061 -0.051 0.085
H 5.39849 1.51277 4.32043 -0.153 0.032 0.495 0.112
H -3.04136 -2.89240 -1.77031 -0.090 0.623 -0.063 0.122
```
Forces are in eV/Å.

---

(2)
Below is a structure of composition C22H15BrClNO7RhS at a distorted geometry, with properties calculated with ωB97M-V with the def2-TZVPD basis set.

Output
net charge: -1
E_HOMO: -5.45 eV
energy: -135283.6087 eV
energy relative to the best compared isomer or geometry (same formula, charge and spin): 25.6 kcal/mol

Geometry as XYZ:
```
49
Properties=species:S:1:pos:R:3:forces:R:3:nbo_charge:R:1
H -3.65036 -3.55832 -3.40868 0.025 -0.001 0.018 0.200
H 3.31412 1.78772 1.50131 -0.035 -0.012 0.006 0.232
H 4.09296 0.28252 -2.69827 -0.016 0.009 0.021 0.210
C 3.43805 1.02247 -2.25403 -0.013 -0.192 0.031 -0.263
C -1.60597 -4.22284 -3.40721 -0.022 0.031 0.019 -0.181
C -1.09836 -1.97054 -1.84357 0.221 -0.066 -0.145 -0.237
C -2.63845 -3.36148 -3.06766 0.021 -0.060 -0.033 -0.329
O -0.70713 2.86841 1.80645 0.240 0.233 -0.711 -0.860
H 2.34917 -0.41117 -1.11984 -0.067 -0.181 0.021 0.212
C -0.52262 -0.40437 2.99676 1.192 0.174 0.237 0.233
N -1.24494 -0.01636 1.94753 -0.470 0.566 -0.361 -0.453
H -3.04266 -0.00047 0.96956 -0.015 0.016 0.009 0.221
O -1.24459 0.38429 -1.30204 -0.096 -0.885 -0.100 -0.643
H 0.91279 -2.64658 -1.79644 -0.038 -0.003 -0.029 0.232
H -1.81556 -5.08758 -4.02530 -0.002 0.016 0.011 0.207
H -2.88614 -2.11265 4.69520 0.026 0.013 -0.001 0.208
C -1.08723 -1.16699 4.00868 -0.281 -0.222 0.220 -0.249
O 0.15825 -0.85177 -0.16822 0.180 -0.279 -0.742 -0.623
H 0.49197 -4.65565 -3.20450 -0.017 0.017 0.010 0.211
C -2.42673 -1.51784 3.91428 0.403 -0.123 0.409 -0.158
C 2.72345 1.18986 2.18165 -0.142 0.016 -0.342 -0.270
C -3.16749 -1.10944 2.82564 -0.151 0.163 -0.350 -0.286
H -0.48280 -1.47691 4.85285 -0.054 0.008 -0.034 0.217
H 2.91454 4.36342 -2.23206 -0.024 -0.011 0.032 0.215
C -0.31742 -3.98386 -2.95041 -0.054 0.072 0.045 -0.261
C -2.39144 -2.23919 -2.28334 -0.215 0.084 0.030 0.417
Br 4.96899 2.88701 -3.78169 -0.022 -0.011 0.018 -0.013
O -2.50227 4.30225 1.14996 0.496 -0.114 -0.046 -0.831
O -1.02309 3.33624 -0.46280 -0.521 0.676 0.357 -0.849
H 1.15009 3.66992 -0.67045 0.125 -0.001 -0.083 0.241
S 2.04355 -0.18953 4.21511 -0.312 -0.261 0.383 0.387
C -0.73929 -0.73936 -1.09199 -0.051 0.960 0.474 0.751
Rh 0.07824 1.03168 0.47382 0.506 -0.263 0.598 0.933
C -2.52927 -0.35071 1.85748 0.111 0.004 -0.056 0.086
C 1.36883 0.79252 1.92942 0.204 0.282 -0.378 -0.047
C 3.59552 2.35820 -2.56148 0.003 -0.002 0.001 -0.098
O -3.40159 -1.41075 -1.89584 0.096 -0.055 -0.108 -0.657
C 3.19523 0.72266 3.36719 0.406 0.214 -0.074 -0.420
C 2.77997 3.31651 -1.99122 -0.058 -0.044 0.079 -0.242
C 0.88604 0.05779 2.96053 -1.180 -0.706 0.642 -0.345
C -0.08171 -2.86310 -2.16771 0.080 -0.055 -0.010 -0.128
C 2.43373 0.63513 -1.36758 -0.003 0.255 0.065 -0.274
Cl -1.13970 3.93574 0.85678 -0.079 -0.371 -0.111 2.519
H -4.20113 -1.65606 -2.37173 -0.026 -0.001 0.034 0.473
H 4.17595 0.87195 3.79665 -0.051 0.003 -0.070 0.226
H -4.21447 -1.36100 2.72110 0.038 0.013 -0.009 0.216
C 1.57009 1.56538 -0.77934 -0.157 0.399 0.010 -0.026
O -0.26220 5.07236 0.98416 -0.263 -0.339 -0.040 -0.835
C 1.78306 2.91051 -1.10870 0.065 0.033 0.052 -0.271
```
Forces are in eV/Å.

---

(3)
Below is a cluster of 2 separate species, C3H5N2O2 in total at a distorted geometry, with properties calculated with ωB97M-V with the def2-TZVPD basis set.

Output
net charge: -1
E_HOMO (spin up / spin down): -3.73 / -3.73 eV
energy: -10264.1988 eV
energy relative to the best compared isomer or geometry (same formula, charge and spin): 55.1 kcal/mol

Geometry as XYZ:
```
12
Properties=species:S:1:pos:R:3:forces:R:3:nbo_charge:R:1
H -1.20740 1.24035 -0.34857 1.237 -2.345 0.165 0.313
H 0.50549 -1.45495 -0.78821 -1.625 -2.784 -1.664 0.191
N -0.73071 0.24107 -0.34393 -2.311 2.436 -0.133 -0.955
C 2.29222 -1.37299 0.36346 0.056 1.349 1.147 -0.449
C 1.15900 -0.97644 -0.19259 2.249 3.571 2.053 -0.225
N -1.18138 -0.44469 -3.18208 0.362 1.071 -4.444 -0.080
H 2.44927 -2.41337 0.33162 0.991 -1.173 -0.015 0.171
O -0.89468 0.70576 -3.50800 -0.600 -2.059 1.576 -0.272
O 1.16098 1.49002 0.07485 0.647 -0.222 0.528 -0.772
H -1.25204 -0.63667 -2.21292 0.252 1.156 2.830 0.331
H 2.93240 -0.68642 1.02993 -1.140 -1.132 -1.252 0.202
C 0.54635 0.41627 -0.08831 -0.117 0.130 -0.792 0.544
```
Forces are in eV/Å.